# C20H24N5O

3 unconnected molecules or ions with the total composition C20H24N5O at a distorted geometry (ωB97M-V with the def2-TZVPD basis set, the Open Molecules 2025 dataset).

Results
E_LUMO = -4.803 eV
net charge = +1
E_HOMO = -11.158 eV
DFT total energy = -30615.3826 eV
Kohn-Sham gap = 0.23353 Ha

Each line ends with the natural charge from an NBO analysis.
Positions of all 50 atoms, in Å:
C: -3.276 3.495 1.845  -0.420
C: -3.256 4.003 0.519  -0.183
C: -3.299 3.152 -0.826  -0.501
C: -3.387 1.580 -0.615  0.083
C: -4.726 0.876 -0.594  0.005
N: -5.054 -0.462 -0.429  -0.122
N: -3.942 -1.168 -0.316  -0.256
C: -2.612 -0.773 -0.297  0.050
C: -2.164 0.670 -0.419  0.061
C: -0.671 1.180 -0.396  -0.478
C: -0.299 1.501 1.146  -0.503
C: 0.859 0.519 1.702  0.702
N: 1.999 1.168 2.345  -0.838
O: 0.730 -0.732 1.605  -0.598
H: -2.550 2.742 2.286  0.208
H: -4.065 3.919 2.555  0.234
H: -3.235 5.146 0.407  0.240
H: -4.213 3.461 -1.431  0.261
H: -2.371 3.385 -1.458  0.249
H: -5.638 1.560 -0.739  0.245
H: -4.116 -2.189 -0.225  0.444
H: -1.801 -1.567 -0.152  0.287
H: -0.495 2.073 -1.094  0.255
H: 0.023 0.352 -0.762  0.301
H: -0.006 2.605 1.248  0.236
H: -1.225 1.241 1.781  0.238
H: 1.922 2.189 2.301  0.386
H: 2.859 0.816 1.903  0.416
N: 5.767 -2.765 3.800  -0.409
C: 5.051 -3.437 2.885  0.034
C: 3.791 -3.050 2.456  -0.267
C: 3.233 -1.904 3.005  -0.194
C: 3.952 -1.192 3.955  -0.277
C: 5.207 -1.660 4.314  0.034
H: 5.528 -4.327 2.488  0.195
H: 3.260 -3.630 1.711  0.216
H: 2.247 -1.569 2.695  0.240
H: 3.548 -0.294 4.405  0.220
H: 5.809 -1.137 5.050  0.195
N: 0.399 -1.029 -2.881  -0.461
C: 1.541 -1.584 -3.319  0.037
C: 1.764 -1.950 -4.637  -0.248
C: 0.750 -1.734 -5.558  -0.151
C: -0.441 -1.162 -5.133  -0.256
C: -0.565 -0.829 -3.794  0.021
H: 2.302 -1.736 -2.561  0.201
H: 2.706 -2.392 -4.934  0.234
H: 0.886 -2.007 -6.599  0.229
H: -1.253 -0.980 -5.825  0.228
H: -1.476 -0.376 -3.414  0.174